Below is a cluster of 2 separate species, C3H10F3IN6O4PS in total in a non-equilibrium geometry, with properties calculated with wB97M-V/def2-TZVPD.

The geometry in XYZ format:
```
29
Properties=species:S:1:pos:R:3:lowdin_charge:R:1
N -0.2416 2.1961 -4.4717 -0.142
P -0.8738 2.2954 -2.9399 0.843
O -2.0550 1.2249 -2.9849 -0.266
N 0.3349 1.3537 -1.8275 -0.079
C -0.2009 0.3605 -1.0564 -0.580
N -0.2461 -0.9514 -1.5089 -0.029
S 0.7903 -1.5230 -2.7328 0.738
O 0.4275 -0.9519 -3.9807 -0.241
O 0.7704 -2.9298 -2.5340 -0.217
C 2.5299 -0.9841 -2.2583 -0.702
F 2.5468 -0.7188 -0.9579 0.158
F 3.3001 -1.9926 -2.5345 0.206
F 2.8922 0.0676 -2.9472 0.180
N -0.7288 0.6082 0.1222 -0.340
I -1.5833 -0.7565 1.3767 1.135
H -0.1482 1.2470 -4.8155 0.033
H 0.6982 2.5852 -4.4692 0.054
H -1.8600 0.3687 -3.3953 0.067
H 0.7457 2.0321 -1.1934 0.093
H -0.1516 -1.6183 -0.7417 0.048
H -0.7245 1.5605 0.4579 0.097
C -1.0796 -0.2173 5.3150 -0.694
O -1.8158 0.3034 4.4856 -0.079
N -0.1600 0.5022 6.0183 0.158
N -1.1314 -1.5533 5.6031 0.155
H 0.4441 0.1022 6.7107 0.100
H -0.1123 1.4875 5.8415 0.107
H -1.8216 -2.1048 5.1316 0.099
H -0.5459 -1.9934 6.2874 0.099
```

2S+1: 1
Relative energy (zero: lowest compared OMol25 entry of this formula, charge and spin) in kcal/mol: 0.0
Largest force on an atom in eV Å⁻¹: 1.26
E in a.u.: -2086.45819
Total charge: +1
Gap between HOMO and LUMO in eV: 8.1516
HOMO energy in eV: -12.658
Lowest unoccupied orbital energy in eV: -4.5069